1.
Here is the molecule C7H9FINO from the Open Molecules 2025 dataset. Energies are from wB97M-V/def2-TZVPD.

Cartesian coordinates (Å):
1 H 0.79165 1.66299 -1.28976
2 N 0.00809 2.28710 -1.40370
3 C -0.68650 2.39616 -0.31234
4 C -0.51600 1.76521 0.96088
5 C 0.14302 0.69159 1.29766
6 C 1.26854 0.03764 0.53332
7 C 0.91596 -1.14651 -0.44571
8 C -0.29586 -2.01720 0.13304
9 O -1.45660 -1.35847 0.33468
10 C 2.48102 0.56577 0.80638
11 F 2.65836 1.52001 1.70828
12 I 4.36058 -0.27922 -0.02498
13 H -1.55366 3.02436 -0.42289
14 H -1.16672 2.38523 1.59184
15 H 0.17336 0.29090 2.26621
16 H 1.85384 -1.60617 -0.74554
17 H 0.48386 -0.78505 -1.43481
18 H -0.47306 -2.74874 -0.64798
19 H -0.01710 -2.52291 1.19480
20 H -1.05026 -0.47359 0.58376

Computed properties:
relative energy (zero: lowest compared OMol25 entry of this formula, charge and spin) = 50.4 kcal per mole
energy = -21756.843 eV
Kohn-Sham gap = 8.88 eV
net charge = 0
E_HOMO = -9.450 eV
SMILES = [H]\N=C/C=C\C(CCO)=C(/F)I


2.
Here is the molecule C7H9IO from the Open Molecules 2025 dataset. Energies are from wB97M-V/def2-TZVPD.

Cartesian coordinates (Å):
1 C -0.02318 -0.80122 -0.43278
2 C -1.75298 0.82020 0.43135
3 C -1.41556 2.07338 -0.15011
4 C 0.07065 1.72002 -0.03458
5 C -0.28546 0.29276 0.49708
6 C 0.22201 0.00653 1.90396
7 C -0.53258 -0.82928 -1.80495
8 O -2.00017 3.05627 -0.53777
9 I -3.46786 -0.31954 0.07132
10 H 0.30333 -1.74423 -0.01549
11 H 0.61168 1.74787 -0.97707
12 H 0.59868 2.29691 0.71923
13 H -0.03695 0.82621 2.56981
14 H 1.30306 -0.11848 1.89895
15 H -0.23408 -0.90242 2.29086
16 H -1.52887 -1.30473 -1.81900
17 H 0.10686 -1.43543 -2.44512
18 H -0.65822 0.16884 -2.22326

Computed properties:
relative energy (zero: lowest compared OMol25 entry of this formula, charge and spin) = 80.6 kcal per mole
energy = -17549.453 eV
Kohn-Sham gap (spin up / spin down) = 8.42 / 6.33 eV
net charge = 0
E_HOMO (spin up / spin down) = -8.673 / -8.049 eV


3.
Here is a structure of composition C7H9IrN2O5S4Se from the Open Molecules 2025 dataset. Energies are from wB97M-V/def2-TZVPD.

Cartesian coordinates (Å):
1 Ir 0.23025 1.19779 0.40060
2 O -2.34123 -0.13574 -0.63169
3 C -1.80251 -1.41096 -0.91125
4 C -0.32728 -1.31009 -1.26256
5 N 0.58017 -0.84912 -0.16698
6 C 1.97066 -0.94164 -0.65418
7 C 2.35355 0.30109 -1.46574
8 O 3.14462 0.19019 -2.38125
9 O 1.82982 1.41134 -1.04843
10 C 0.34359 -1.60705 1.07989
11 C -0.73790 -0.96454 1.95144
12 O -1.39478 -1.65813 2.69770
13 O -0.84507 0.33777 1.87293
14 H -2.89232 -0.16533 0.15798
15 H -2.31766 -1.83333 -1.77981
16 H -1.95716 -2.09974 -0.07654
17 H -0.18938 -0.63389 -2.10800
18 H 0.00681 -2.31137 -1.56255
19 H 2.12605 -1.84781 -1.24125
20 H 2.63531 -0.95846 0.21013
21 H 1.25745 -1.57393 1.67211
22 H 0.08559 -2.64817 0.87724
23 S 2.07844 1.20011 1.75672
24 S 1.52181 2.19717 3.46055
25 S 0.99410 3.94485 2.52810
26 S -0.53676 3.25058 1.34986
27 Se -0.42489 2.46157 -1.82778
28 C -2.15346 3.04657 -1.52983
29 N -3.23779 3.41028 -1.36740

Computed properties:
relative energy (zero: lowest compared OMol25 entry of this formula, charge and spin) = 12.6 kcal per mole
energy = -132152.499 eV
Kohn-Sham gap (spin up / spin down) = 7.00 / 5.61 eV
net charge = -1
E_HOMO (spin up / spin down) = -4.853 / -4.805 eV
spin multiplicity = 2


4.
Here is the molecule C7H9N from the Open Molecules 2025 dataset. Energies are from wB97M-V/def2-TZVPD.

Cartesian coordinates (Å):
1 H -0.49211 -1.84880 -2.30063
2 N -0.78246 -0.98608 -2.66461
3 C -0.79993 -0.07153 -1.79982
4 C -1.32726 1.30961 -2.21076
5 C -0.15138 -0.12660 -0.51195
6 C 0.33932 0.72796 0.44550
7 C 0.11002 -1.00793 0.59773
8 C 1.20149 -0.27554 1.26241
9 C 1.17644 -0.19293 2.72532
10 H -2.10521 1.65203 -1.53639
11 H -1.90994 1.25838 -3.17624
12 H -0.49963 1.94778 -2.00875
13 H -0.59584 -1.84679 0.91029
14 H 2.25157 -0.26791 0.78724
15 H 0.30150 -0.60961 3.31719
16 H 1.18906 0.83806 2.93387
17 H 2.09435 -0.50009 3.22960

Computed properties:
relative energy (zero: lowest compared OMol25 entry of this formula, charge and spin) = 125.1 kcal per mole
energy = -8889.731 eV
Kohn-Sham gap = 8.64 eV
net charge = 0
E_HOMO = -8.319 eV
SMILES = [H]/N=C(/C)C1=C2[C@@H]1[C@@H]2C


5.
Here is the molecule C7H9N from the Open Molecules 2025 dataset. Energies are from wB97M-V/def2-TZVPD.

Cartesian coordinates (Å):
1 C -2.04022 1.98262 0.14446
2 C -1.42271 0.65599 -0.21896
3 C -0.21165 0.27194 -0.30601
4 C 1.21532 0.08176 -0.27317
5 C 2.43485 0.48146 -0.09319
6 N 3.44324 0.97615 0.39004
7 C 0.27587 -1.08806 -0.48389
8 C 0.09329 -2.31800 0.36491
9 H -1.29243 2.90947 0.07932
10 H -2.30874 2.04389 1.11723
11 H -2.91549 2.31289 -0.49806
12 H -2.23451 -0.23064 -0.31199
13 H 4.29668 1.04135 -0.12483
14 H 0.35326 -1.22432 -1.59758
15 H 0.72049 -2.20908 1.23239
16 H 0.44572 -3.17796 -0.21199
17 H -0.85298 -2.50947 0.79132

Computed properties:
relative energy (zero: lowest compared OMol25 entry of this formula, charge and spin) = 115.0 kcal per mole
energy = -8890.168 eV
Kohn-Sham gap = 8.91 eV
net charge = 0
E_HOMO = -8.244 eV
SMILES = C/C=C1\C(=C=N)[C@H]1C


6.
Here is a structure of composition C7H9N from the Open Molecules 2025 dataset. Energies are from wB97M-V/def2-TZVPD.

Cartesian coordinates (Å):
1 C -2.22007 0.84709 0.07559
2 C -1.37529 -0.24029 0.22871
3 C 1.91060 -0.11227 -0.91391
4 C -1.12447 1.78062 -0.26641
5 C -0.26798 0.57011 -0.10083
6 C -1.48704 -1.59820 0.69309
7 C 3.22907 -0.27675 -0.25505
8 N 0.90773 0.36432 -0.46439
9 H -3.22627 0.89266 -0.18367
10 H -1.29710 2.26612 -1.19974
11 H -0.97256 2.51837 0.55205
12 H -1.62735 -2.28418 -0.19905
13 H -2.43936 -1.95225 1.24433
14 H -0.54957 -1.78256 1.14335
15 H 3.08314 -0.57516 0.83236
16 H 3.63715 0.65774 -0.45079
17 H 3.81937 -1.07536 -0.73563

Computed properties:
relative energy (zero: lowest compared OMol25 entry of this formula, charge and spin) = 114.0 kcal per mole
energy = -8890.212 eV
Kohn-Sham gap = 7.51 eV
net charge = 0
E_HOMO = -6.806 eV